[1]
Below is the molecule C11H11ClN4OS at a distorted geometry, with properties calculated with the ωB97M-V functional and the def2-TZVPD basis.

Element x y z (Å)
1 N -3.216945 2.396244 -2.838615
2 C -2.505743 1.963589 -1.781046
3 N -3.113401 1.278340 -0.811680
4 N -1.222390 2.267455 -1.783517
5 C -0.433401 1.920094 -0.780583
6 N -0.766793 1.312431 0.325303
7 C 0.245987 1.079099 1.188448
8 O 0.127385 0.622620 2.298942
9 C 1.632910 1.459589 0.600578
10 C 2.525350 0.216583 0.363224
11 C 1.792300 -1.070032 0.625431
12 C 1.919577 -1.705642 1.854852
13 C 1.225435 -2.865613 2.142078
14 C 0.383247 -3.419235 1.193817
15 C 0.242146 -2.809949 -0.039177
16 C 0.941017 -1.645796 -0.312621
17 Cl 0.727044 -0.917041 -1.873443
18 S 1.265718 2.352992 -0.932067
19 H -4.165745 2.104509 -2.988144
20 H -2.707356 2.832656 -3.585942
21 H -4.099602 1.087403 -0.819387
22 H -2.514079 1.036128 -0.016257
23 H 2.122143 2.150894 1.288225
24 H 3.392670 0.269125 1.022032
25 H 2.878323 0.234388 -0.669803
26 H 2.564935 -1.267848 2.600997
27 H 1.336158 -3.332528 3.108666
28 H -0.167321 -4.322107 1.410407
29 H -0.409569 -3.228346 -0.790719

Cartesian forces, eV/Å:
N -0.3 0.0 -0.1
C -0.2 -0.2 0.3
N -0.2 0.0 -0.1
N 0.3 0.3 -0.6
C 0.5 0.1 0.3
N -1.2 -0.2 -0.2
C 0.9 0.4 0.3
O 0.0 0.0 0.1
C 0.0 0.2 -0.1
C 0.0 -0.1 0.0
C 0.2 -0.2 -0.2
C 0.0 -0.1 -0.1
C 0.1 0.0 0.1
C 0.0 0.0 0.0
C 0.0 0.0 0.0
C 0.1 -0.1 0.2
Cl 0.0 -0.1 -0.2
S 0.0 0.1 0.1
H 0.1 0.0 0.0
H 0.0 0.0 0.0
H 0.0 0.1 -0.1
H 0.0 0.0 0.0
H -0.1 -0.1 0.0
H 0.0 0.0 0.0
H 0.1 0.0 0.1
H 0.1 0.1 0.1
H 0.0 0.0 0.1
H 0.0 -0.1 0.0
H 0.0 0.0 -0.1

For the LUMO energy, the calculation gives 0.5 eV. The value obtained for the HOMO energy is -8.71 eV. The HOMO-LUMO gap is 0.339 Eh. Its SMILES is NC(N)=NC1=NC(=O)[C@@H](Cc2ccccc2Cl)S1.

---

[2]
Below is a structure of composition C48H71N3O4P2Ti, with properties calculated with the ωB97M-V functional and the def2-TZVPD basis.

Element x y z (Å)
1 Ti -0.109299 0.676508 -0.280934
2 C 3.737397 -6.066248 -0.544061
3 C 2.358125 -5.561167 -0.115179
4 C 2.133429 -5.952225 1.352792
5 C 1.295949 -6.241613 -0.993593
6 C 2.220268 -4.046648 -0.258499
7 C 1.054256 -3.438113 0.104618
8 C 0.933158 -2.041027 -0.017935
9 N -0.162639 -1.302844 0.187734
10 C -1.490079 -1.787336 0.057021
11 C -2.080210 -2.864612 0.694502
12 C -3.398318 -3.188249 0.410999
13 C -4.081708 -2.397237 -0.518160
14 C -3.530882 -1.289795 -1.155224
15 C -2.211087 -0.985924 -0.831517
16 O -1.527717 0.115899 -1.300132
17 C -4.324343 -0.426215 -2.139301
18 C -3.581826 -0.354247 -3.482313
19 C -5.720169 -0.993228 -2.404501
20 C -4.491809 0.986608 -1.557168
21 C -4.116389 -4.360709 1.076463
22 C -4.587905 -5.345439 -0.002438
23 C -5.329152 -3.839713 1.860370
24 C -3.203453 -5.112309 2.046503
25 C 2.019882 -1.238088 -0.559536
26 O 1.748367 0.029223 -0.696130
27 C 3.209953 -1.879433 -0.994465
28 C 3.271626 -3.240172 -0.803766
29 C 4.331357 -1.119514 -1.706819
30 C 3.774599 -0.524802 -3.011140
31 C 5.501427 -2.035415 -2.068805
32 C 4.870698 0.003305 -0.814911
33 H 3.782674 -7.145836 -0.397696
34 H 4.536659 -5.618819 0.050207
35 H 3.932426 -5.870522 -1.600228
36 H 2.223988 -7.033705 1.465040
37 H 1.141968 -5.660841 1.702254
38 H 2.874533 -5.478180 1.999206
39 H 1.385740 -7.325832 -0.909331
40 H 1.426017 -5.967744 -2.042229
41 H 0.285073 -5.961547 -0.693842
42 H 0.221494 -4.013857 0.476325
43 H -1.517674 -3.408103 1.440102
44 H -5.106156 -2.657119 -0.741057
45 H -3.466459 -1.352558 -3.909239
46 H -2.593031 0.088409 -3.373018
47 H -4.154911 0.250183 -4.188337
48 H -5.676549 -2.003455 -2.815376
49 H -6.228378 -0.359924 -3.132874
50 H -6.329376 -1.008336 -1.498582
51 H -3.529495 1.452545 -1.348804
52 H -5.068580 0.946605 -0.630413
53 H -5.032749 1.618579 -2.264907
54 H -5.283059 -4.880545 -0.702100
55 H -5.097449 -6.191945 0.461895
56 H -3.739131 -5.727228 -0.573523
57 H -6.035370 -3.320180 1.211526
58 H -5.012378 -3.146687 2.642749
59 H -5.856254 -4.670627 2.332870
60 H -2.333215 -5.530225 1.534246
61 H -3.754012 -5.941788 2.491744
62 H -2.858416 -4.469627 2.859194
63 H 4.171834 -3.744747 -1.114046
64 H 3.412935 -1.318473 -3.668392
65 H 4.561055 0.020205 -3.537006
66 H 2.953419 0.161378 -2.816039
67 H 5.202931 -2.833530 -2.750830
68 H 5.958236 -2.480143 -1.182357
69 H 6.265685 -1.442582 -2.572338
70 H 4.095912 0.730566 -0.594806
71 H 5.690268 0.516246 -1.321526
72 H 5.250750 -0.398396 0.127332
73 C -1.508126 3.754909 -1.884076
74 P 0.087328 3.124433 -1.289207
75 C 0.482010 4.284432 0.082849
76 N 0.314912 5.559800 -0.145797
77 C 0.607541 6.431171 0.849144
78 C 0.431616 7.819854 0.640898
79 C 0.740450 8.692187 1.640831
80 C 1.231404 8.224455 2.886240
81 C 1.404764 6.892094 3.113623
82 C 1.091989 5.964747 2.091567
83 N 1.249762 4.637535 2.315214
84 C 0.941239 3.810264 1.351213
85 P 1.189739 2.010395 1.647892
86 C 3.001564 1.948854 1.476490
87 C 0.891070 1.632241 3.462418
88 C -0.386686 2.294697 3.980717
89 C 0.758348 0.102404 3.524010
90 C 2.065077 2.081884 4.333500
91 C 1.314288 3.454452 -2.646548
92 C 1.001465 2.417972 -3.734456
93 C 2.709214 3.189166 -2.076609
94 C 1.225818 4.863990 -3.220808
95 H -1.437497 4.824559 -2.071324
96 H -2.248996 3.567079 -1.108890
97 H -1.800999 3.224102 -2.789744
98 H 0.054976 8.152941 -0.316952
99 H 0.612051 9.755568 1.489056
100 H 1.466927 8.938690 3.663936
101 H 1.773235 6.514773 4.058143
102 H 3.480839 2.643711 2.162314
103 H 3.256757 2.220291 0.455305
104 H 3.354041 0.932518 1.656640
105 H -1.266687 1.948343 3.450893
106 H -0.336802 3.380533 3.916336
107 H -0.509111 2.020205 5.031496
108 H -0.125315 -0.247132 2.989203
109 H 0.675776 -0.209318 4.567697
110 H 1.635891 -0.397164 3.100683
111 H 2.233993 3.154585 4.250316
112 H 2.987666 1.554307 4.093042
113 H 1.821474 1.854534 5.373866
114 H 1.064787 1.398859 -3.345628
115 H 1.723022 2.511978 -4.549122
116 H 0.006246 2.564021 -4.158948
117 H 2.789120 2.166119 -1.703487
118 H 2.953862 3.886106 -1.271160
119 H 3.456213 3.317720 -2.863441
120 H 0.250978 5.059544 -3.668010
121 H 1.976775 4.966474 -4.008232
122 H 1.415287 5.623530 -2.464301
123 C -3.638096 1.024697 2.351008
124 O -2.420976 0.416453 1.862627
125 C -1.630851 1.183480 1.125660
126 O -1.831189 2.379777 0.960877
127 H -4.176341 0.221916 2.843542
128 H -4.209701 1.425020 1.516582
129 H -3.416605 1.828410 3.050636

Cartesian forces, eV/Å:
Ti 0.1 0.4 0.3
C 0.0 0.0 0.0
C 0.0 0.0 0.0
C 0.0 0.0 0.0
C 0.0 0.0 0.0
C 0.1 0.1 0.0
C 0.1 -0.1 0.0
C 0.0 0.2 -0.1
N -0.1 -0.2 0.0
C 0.1 0.1 -0.1
C 0.2 -0.1 0.1
C 0.0 0.1 -0.1
C 0.0 -0.1 0.1
C -0.1 0.2 -0.2
C 0.0 -0.1 0.0
O -0.2 0.0 0.0
C 0.0 0.0 0.0
C 0.0 0.0 0.0
C 0.0 0.0 0.0
C 0.0 -0.1 0.0
C 0.0 0.0 0.0
C 0.0 0.0 0.0
C 0.0 0.0 0.0
C 0.0 0.0 0.0
C -0.1 -0.2 0.1
O -0.1 0.1 0.0
C 0.1 0.0 0.0
C -0.1 -0.1 0.1
C 0.0 0.0 0.0
C 0.0 -0.1 0.0
C 0.0 0.0 0.0
C 0.0 0.0 0.0
H 0.0 0.0 0.0
H 0.0 0.0 0.0
H 0.0 0.0 0.0
H 0.0 0.0 0.0
H 0.0 0.0 0.0
H 0.0 0.0 0.0
H 0.0 0.0 0.0
H 0.0 0.0 0.0
H 0.0 0.0 0.0
H 0.0 0.0 0.0
H 0.0 0.0 0.0
H 0.0 0.0 0.0
H 0.0 0.0 0.0
H 0.0 0.0 0.0
H 0.0 0.0 0.0
H 0.0 0.0 0.0
H 0.0 0.0 0.0
H 0.0 0.0 0.0
H 0.0 0.0 0.0
H 0.0 0.0 0.0
H 0.0 0.0 0.0
H 0.0 0.0 0.0
H 0.0 0.0 0.0
H 0.0 0.0 0.0
H 0.0 0.0 0.0
H 0.0 0.0 0.0
H 0.0 0.0 0.0
H 0.0 0.0 0.0
H 0.0 0.0 0.0
H 0.0 0.0 0.0
H 0.0 0.0 0.0
H 0.0 0.0 0.0
H 0.0 0.0 0.0
H 0.0 0.0 0.0
H 0.0 0.0 0.0
H 0.0 0.0 0.0
H 0.0 0.0 0.0
H 0.0 0.0 0.0
H 0.0 0.0 0.0
H 0.0 0.0 0.0
C 0.0 -0.1 0.1
P 0.1 0.1 -0.2
C 0.0 -0.1 0.1
N 0.0 0.0 -0.1
C 0.0 0.0 0.1
C 0.0 0.0 0.0
C 0.0 0.0 0.0
C 0.0 0.0 0.0
C 0.0 0.0 0.0
C 0.0 0.1 0.0
N 0.0 -0.1 0.0
C 0.0 0.0 0.0
P 0.1 0.1 0.1
C 0.0 -0.1 0.0
C 0.0 0.0 -0.1
C 0.0 -0.1 0.0
C 0.0 0.0 0.0
C 0.0 0.0 0.0
C 0.0 -0.2 0.1
C 0.0 0.0 0.0
C 0.0 0.0 0.0
C 0.0 0.0 0.0
H 0.0 0.0 0.0
H 0.0 0.0 0.0
H 0.0 0.0 0.0
H 0.0 0.0 0.0
H 0.0 0.0 0.0
H 0.0 0.0 0.0
H 0.0 0.0 0.0
H 0.0 0.0 0.0
H 0.0 0.0 0.0
H 0.0 0.0 0.0
H -0.1 0.0 0.0
H 0.0 0.0 0.0
H 0.0 0.0 0.0
H 0.0 0.0 0.0
H 0.0 0.0 0.0
H 0.0 0.0 0.0
H 0.0 0.0 0.0
H 0.0 0.0 0.0
H 0.0 0.0 0.0
H 0.0 0.0 0.0
H 0.0 0.0 0.0
H 0.0 0.0 0.0
H 0.0 0.0 0.0
H 0.0 0.0 0.0
H 0.0 0.0 0.0
H 0.0 0.0 0.0
H 0.0 0.0 0.0
H 0.0 0.0 0.0
C 0.0 0.0 0.0
O 0.0 0.1 0.0
C -0.1 -0.3 0.1
O 0.1 -0.1 -0.3
H 0.0 0.0 0.0
H 0.0 0.0 0.0
H 0.0 0.0 0.0

The charge is +1. For the LUMO energy (spin up / spin down), the calculation gives -3.1 / -4.6 eV. The value obtained for the HOMO energy (spin up / spin down) is -10.26 / -10.39 eV. The expectation value of S² is 0.767. The HOMO-LUMO gap (spin up / spin down) is 0.265 / 0.215 Eh. The energy relative to the best compared isomer or geometry (same formula, charge and spin) is 16.51 kcal per mole. The spin multiplicity is 2.

---

[3]
Below is a cluster of 3 separate species, C12H14ClF7N4O4 in total at a distorted geometry, with properties calculated with the ωB97M-V functional and the def2-TZVPD basis.

Element x y z (Å)
1 N 3.173908 2.015365 1.333615
2 C 2.445131 2.087577 0.447870
3 C 1.454771 2.262267 -0.688076
4 C 0.301404 1.156675 -0.691179
5 C -0.050545 0.981722 -2.181532
6 N -0.564994 0.828650 -3.199343
7 C 0.887045 -0.186891 -0.160066
8 C 2.058323 -0.742346 -1.046545
9 C 2.628525 -2.070039 -0.427558
10 Cl 3.900216 -1.681176 0.805966
11 C -0.861934 1.751784 0.147490
12 F -0.394635 2.247264 1.325371
13 F -1.349261 2.836266 -0.516923
14 C -2.034037 0.791735 0.524378
15 F -2.943904 1.557795 1.188557
16 F -1.688846 -0.183258 1.379927
17 C -2.822313 0.149636 -0.663656
18 F -3.116815 0.992267 -1.641817
19 F -3.998122 -0.273331 -0.156316
20 F -2.234535 -0.926925 -1.192750
21 H 1.040630 3.291364 -0.721143
22 H 2.006892 2.123338 -1.642524
23 H 0.074920 -0.948739 -0.265542
24 H 1.140807 -0.180348 0.920584
25 H 2.898046 -0.021500 -1.114465
26 H 1.687625 -1.020238 -2.055410
27 H 3.108108 -2.658535 -1.231567
28 H 1.810689 -2.622564 0.066907
29 C -1.261344 1.908715 4.748910
30 N -0.348072 1.057272 5.555352
31 O 0.749766 0.823698 5.097553
32 O -0.770982 0.655612 6.618538
33 H -0.755390 2.192512 3.832133
34 H -2.150931 1.321971 4.533902
35 H -1.503102 2.785530 5.343934
36 C -0.974775 -3.375351 -3.579743
37 N 0.424904 -2.948156 -3.321570
38 O 0.963155 -3.352707 -2.308008
39 O 0.936639 -2.220302 -4.142230
40 H -1.297528 -4.017798 -2.766864
41 H -1.585821 -2.477084 -3.631158
42 H -0.983607 -3.911734 -4.525001

Cartesian forces, eV/Å:
N -0.1 -0.1 -0.3
C -1.1 0.6 -0.8
C 0.7 -0.4 0.0
C 1.9 0.4 -0.7
C -1.1 0.1 1.9
N 0.6 0.0 0.1
C -0.6 -1.3 -0.7
C 0.1 -0.5 0.8
C -0.1 0.9 -0.5
Cl -0.5 -0.2 -0.3
C 0.2 0.0 -0.3
F 0.2 -0.6 -0.3
F -0.3 -0.6 0.1
C -0.9 0.7 0.0
F 0.3 0.0 -0.3
F 0.5 0.1 -0.4
C -1.4 -0.6 0.0
F 0.4 0.3 0.2
F 0.4 0.0 0.1
F 0.5 0.2 0.2
H 0.3 -0.7 0.3
H -0.2 0.1 0.7
H 0.5 0.5 0.2
H 0.0 0.5 -0.7
H -0.5 -0.4 -0.1
H 0.2 0.5 0.5
H -0.3 0.2 0.7
H 0.6 0.0 -0.3
C 0.0 0.2 -0.3
N 0.1 0.0 -0.1
O 0.0 0.0 0.0
O 0.0 0.0 0.0
H 0.1 -0.1 0.1
H 0.0 0.1 0.1
H -0.1 -0.1 0.0
C -0.2 -0.1 0.1
N -0.1 -0.1 -0.1
O -0.1 0.0 -0.1
O 0.1 0.0 0.1
H 0.1 0.0 0.0
H 0.1 0.0 -0.1
H 0.0 0.1 0.0

For the LUMO energy, the calculation gives -0.2 eV. The value obtained for the HOMO energy is -10.62 eV. The HOMO-LUMO gap is 0.383 Eh. Its SMILES is N#CC[C@@](C#N)(CCCCl)C(F)(F)C(F)(F)C(F)(F)F.C[N+](=O)[O-].C[N+](=O)[O-].

---

[4]
Below is the molecule C21H21N3O3S at a distorted geometry, with properties calculated with the ωB97M-V functional and the def2-TZVPD basis.

Element x y z (Å)
1 C 2.477618 0.680557 -3.354879
2 S 3.394812 -0.422152 -2.293003
3 O 4.316787 -1.216143 -3.108462
4 O 4.133772 0.358095 -1.287705
5 C 2.089941 -1.457762 -1.527495
6 C 1.220159 -0.716510 -0.615546
7 C 1.362744 -0.832722 0.747968
8 C 0.423561 -0.160691 1.554545
9 C 0.517330 -0.259782 3.026771
10 C -0.543743 0.187521 3.787225
11 C -0.493807 0.176456 5.283700
12 O 0.437052 -0.786711 5.820306
13 C 1.726865 -0.505623 5.256396
14 C 1.763912 -0.829281 3.731971
15 N -0.550287 0.501243 1.007789
16 C -0.600565 0.655656 -0.311058
17 C -1.828323 1.393016 -0.800806
18 C -2.277985 2.581510 -0.161427
19 C -3.409327 3.263239 -0.621727
20 C -4.138741 2.812866 -1.766555
21 C -3.719606 1.615164 -2.360177
22 N -4.286482 0.886479 -3.377618
23 C -3.559401 -0.321058 -3.578499
24 C -2.513362 -0.307594 -2.696749
25 C -2.612354 0.926674 -1.891049
26 N 0.277075 0.060090 -1.142951
27 C 1.609087 -2.722836 -2.253294
28 C 2.603599 -2.807354 -1.082721
29 H 2.039171 1.525341 -2.791900
30 H 1.689854 0.139265 -3.905105
31 H 3.194195 1.056883 -4.094556
32 H 2.194774 -1.444040 1.153401
33 H -1.450785 0.587290 3.345997
34 H -0.288761 1.182654 5.703740
35 H -1.489048 -0.047915 5.638259
36 H 2.510987 -1.064671 5.779313
37 H 1.937157 0.537762 5.385525
38 H 1.857761 -1.885937 3.579272
39 H 2.714092 -0.408001 3.343918
40 H -1.709844 2.915172 0.728861
41 H -3.710062 4.181834 -0.159932
42 H -5.023621 3.290863 -2.083975
43 H -5.075845 1.140934 -3.945798
44 H -3.806584 -1.115985 -4.290248
45 H -1.868915 -1.137359 -2.540266
46 H 1.990898 -2.926197 -3.230363
47 H 0.534620 -3.013152 -2.127672
48 H 3.633473 -3.033843 -1.356549
49 H 2.306152 -3.233243 -0.116871

Cartesian forces, eV/Å:
C -0.3 0.3 -0.4
S 2.4 0.6 0.2
O -1.8 -0.1 0.3
O -1.9 -0.7 -0.6
C 1.3 -1.0 -0.6
C -0.8 0.7 0.7
C 0.6 -0.3 0.7
C 1.9 -1.5 0.3
C -1.6 0.8 1.8
C 2.2 -0.5 -0.8
C 0.3 -0.4 0.3
O 0.1 0.8 -0.5
C -0.5 -0.8 -0.9
C -0.1 1.2 0.4
N -1.2 1.4 -0.1
C -0.2 -1.0 0.0
C -0.4 0.9 -0.4
C 0.9 -1.2 0.0
C -0.5 -0.8 -1.8
C 1.7 -0.6 1.7
C -0.7 0.8 0.1
N 0.1 -1.5 -1.0
C 0.4 1.3 1.1
C -1.1 0.8 0.2
C 1.8 -1.7 0.0
N -1.2 0.7 -0.5
C -0.4 0.4 1.3
C -0.3 -0.3 -0.7
H 0.3 -0.7 -0.1
H 0.3 0.1 0.5
H 0.0 -0.1 0.3
H -0.8 0.6 -0.2
H 0.2 0.0 -0.2
H 0.2 -0.2 -0.3
H -0.2 -0.5 0.4
H -0.5 -0.1 0.0
H 0.2 0.8 0.1
H -0.2 -0.8 -0.1
H -0.6 0.0 0.0
H -0.5 -0.1 -0.7
H -0.1 0.2 0.3
H -0.8 0.7 -0.3
H 0.1 0.2 0.2
H -0.2 0.8 0.3
H 0.6 -0.2 0.1
H 0.3 0.0 -0.4
H 1.2 0.4 0.2
H -0.3 0.0 0.0
H -0.1 0.4 -0.5

For the LUMO energy, the calculation gives 0.0 eV. The value obtained for the HOMO energy is -8.10 eV. The HOMO-LUMO gap is 0.297 Eh. The energy relative to the best compared isomer or geometry (same formula, charge and spin) is 105.21 kcal per mole. Its SMILES is CS(=O)(=O)C1(c2cc(C3=CCOCC3)nc(-c3cccc4[nH]ccc34)n2)CC1.

---

[5]
Below is the molecule C3H4FNS at a distorted geometry, with properties calculated with the ωB97M-V functional and the def2-TZVPD basis.

Element x y z (Å)
1 C -2.626050 0.431326 -0.235559
2 C -0.561506 -0.226065 0.605755
3 C 0.100526 0.780163 -0.417434
4 N -1.998339 -0.149494 0.611789
5 F -3.927788 0.507429 -0.363304
6 S 0.737576 2.372918 0.150248
7 H -0.448487 -1.210151 0.202189
8 H 0.004635 -0.042866 1.515471
9 H 0.943254 0.252185 -0.550421
10 H -0.572356 0.914722 -1.327142

Cartesian forces, eV/Å:
C -0.8 0.9 -1.1
C 0.1 1.5 -1.5
C -3.7 1.5 0.4
N 0.4 -0.1 1.9
F -0.4 -0.1 0.1
S -0.5 -0.5 0.1
H 1.0 -0.8 0.1
H -0.8 -0.4 0.6
H 3.5 -1.6 -1.5
H 1.2 -0.4 1.0

For the LUMO energy (spin up / spin down), the calculation gives -1.0 / -2.1 eV. The value obtained for the HOMO energy (spin up / spin down) is -9.58 / -8.79 eV. The HOMO-LUMO gap (spin up / spin down) is 0.315 / 0.246 Eh. The energy relative to the best compared isomer or geometry (same formula, charge and spin) is 88.71 kcal per mole.